ORCA calculation (wB97M-V/def2-TZVPD) on C4H8N2O in the gas phase at a distorted geometry.

CARTESIAN COORDINATES (ANGSTROEM)
C: -1.14405 0.85155 0.02958
C: -0.54995 -0.20075 0.89878
C: 1.04013 -0.22059 0.61659
C: 1.36153 -0.93138 -0.78839
N: 1.17687 1.22990 0.81309
N: -2.33098 0.88336 -0.55977
O: 1.89626 1.85845 0.08087
H: -0.63080 0.15276 1.88457
H: -1.13846 -1.12200 0.82379
H: 1.53671 -0.71732 1.38088
H: 1.47986 -0.12706 -1.51907
H: 0.54492 -1.69546 -0.99290
H: 2.32770 -1.43192 -0.86898
H: -3.08029 0.12809 -0.37753
H: -2.48944 1.34237 -1.42152

Atomic forces in eV per Å
C 0.4 1.3 -2.2
C -0.8 -0.6 -1.3
C -3.1 -0.7 -3.2
C -0.6 0.6 1.0
N 1.6 1.4 -0.1
N 0.0 -3.6 2.6
O -0.3 -0.9 0.2
H -0.3 0.5 1.6
H 0.6 -0.6 0.1
H 0.9 -0.6 1.7
H -0.7 -0.2 -0.3
H 1.0 1.2 -0.1
H 0.0 -0.1 0.6
H 1.2 1.1 -0.3
H 0.1 1.2 -0.3

## Properties
LUMO, eV: 0.72
Energy above the lowest of the compared OMol25 structures with the same formula, charge and spin, kcal per mole: 151.8
2S+1: 1
Highest occupied orbital energy, eV: -7.5
Frontier orbital gap, eV: 8.23
Electronic energy, Eh: -341.7618

These are the Löwdin partial charges, in e, on atoms 1 to 4:
1 C -0.11
2 C -0.19
3 C -0.31
4 C -0.04

ORCA calculation (wB97M-V/def2-TZVPD) on a 2-piece molecular cluster, C4H12OS overall at a distorted geometry.

CARTESIAN COORDINATES (ANGSTROEM)
C: 0.18903 -0.28070 -2.05756
C: 0.32414 -0.31894 -0.53343
S: 2.12796 -0.73968 -0.12960
C: 2.22540 -0.45119 1.69746
H: -0.84576 -0.41944 -2.33335
H: 0.89174 -0.81151 -2.67869
H: 0.14750 0.78070 -2.30653
H: 0.20524 0.69641 -0.20496
H: -0.49762 -0.98669 -0.13052
H: 3.03622 -0.99622 2.18251
H: 2.38264 0.56263 2.05431
H: 1.29421 -0.74652 2.18436
C: -2.82129 1.55018 0.20470
O: -3.58248 0.57498 0.85900
H: -2.94939 1.70958 -0.85714
H: -2.75878 2.50840 0.73814
H: -1.80461 1.08393 0.17416
H: -4.51848 0.77879 0.92225

Atomic forces in eV per Å
C -1.0 1.8 0.2
C 0.6 -1.1 0.0
S -1.1 0.2 0.8
C -0.5 0.0 0.3
H -0.4 -1.3 -0.1
H 0.1 -0.3 0.0
H 1.2 0.2 -0.4
H -0.3 0.2 0.6
H 1.5 0.5 0.1
H 0.0 -0.4 -0.5
H 0.0 0.5 -0.7
H 0.0 -0.3 -0.2
C 2.2 -0.4 0.2
O -0.5 -0.4 0.0
H -1.1 0.1 -0.4
H -0.1 -0.2 -0.1
H -0.6 0.7 0.5
H 0.0 0.3 -0.2

## Properties
LUMO, eV: 0.86
Energy above the lowest of the compared OMol25 structures with the same formula, charge and spin, kcal per mole: 39.0
2S+1: 1
SMILES: CCSC.CO
Highest occupied orbital energy, eV: -8.6
Frontier orbital gap, eV: 9.41
Electronic energy, Eh: -632.9650

These are the Löwdin partial charges, in e, on atoms 1 to 4:
1 C -0.19
2 C -0.54
3 S 0.76
4 C -0.43

ORCA calculation (wB97M-V/def2-TZVPD) on C4H7N2P as an isolated structure at a distorted geometry.

CARTESIAN COORDINATES (ANGSTROEM)
C: 0.57619 -0.62700 1.35740
C: 1.34891 -0.84324 0.15959
C: -0.94302 -0.97377 -1.76490
C: -0.36623 0.30675 0.84415
N: -1.51101 0.68572 1.48205
N: 0.63100 1.38276 -1.66900
P: 0.09864 0.04951 -0.88979
H: 0.59723 -1.11520 2.27587
H: 2.00995 -1.66356 0.02702
H: -0.87215 -1.91586 -1.22790
H: -1.58063 0.63113 2.56807
H: -2.11118 1.35483 0.92279
H: 0.52159 1.34364 -2.62231
H: 1.60071 1.38429 -1.46305

Atomic forces in eV per Å
C 0.5 1.6 -4.6
C -1.0 0.8 1.4
C 0.4 0.9 -0.3
C -0.5 -0.7 1.8
N -1.1 1.4 0.8
N 0.2 0.4 2.2
P -0.3 -2.8 1.4
H 0.1 -0.7 1.4
H 0.6 -0.4 -0.4
H -0.4 -0.3 0.2
H 0.1 0.3 -3.1
H 0.9 -1.1 1.7
H -0.7 -0.1 -2.7
H 1.2 0.8 0.2

## Properties
LUMO (alpha / beta), eV: 0.22 / 0.03
Energy above the lowest of the compared OMol25 structures with the same formula, charge and spin, kcal per mole: 121.3
2S+1: 1
Highest occupied orbital energy (alpha / beta), eV: -7.7 / -6.8
Frontier orbital gap (alpha / beta), eV: 7.89 / 6.84
Electronic energy, Eh: -607.2660

These are the Löwdin partial charges, in e, on atoms 1 to 4:
1 C -0.13
2 C -0.14
3 C -0.24
4 C -0.41

> Which value of 2S+1 does entry 3 give?

1